[1]
{"formula": "C3H7NO2S", "method": "ωB97M-V/def2-TZVPD", "gap_ev": 9.89, "homo_energy_ev": -9.3, "e_above_lowest_kcal_mol": 31.2, "smiles": "N[C@H](CS)C(=O)O", "total_charge": 0, "total_energy_ev": -19644.2532, "species": ["N", "C", "C", "S", "C", "O", "O", "H", "H", "H", "H", "H", "H", "H"], "coordinates": [[-1.680, 0.674, -0.185], [-0.243, 0.306, -0.199], [0.518, -1.009, -0.365], [0.126, -1.738, -2.046], [0.276, 1.046, 1.111], [-0.278, 1.963, 1.641], [1.534, 0.659, 1.376], [-1.781, 1.665, -0.309], [-2.226, 0.106, -0.816], [0.163, 0.995, -0.961], [0.182, -1.745, 0.408], [1.620, -0.962, -0.254], [-0.006, -2.994, -1.636], [1.794, 1.035, 2.234]], "forces_ev_per_a": [[0.2, -2.8, 0.2], [1.2, 3.6, 1.2], [-1.5, -1.8, 0.0], [0.1, 0.5, 0.6], [0.1, -0.1, -1.9], [0.0, -0.3, 0.4], [0.3, -0.2, 1.1], [0.0, 0.0, -0.2], [0.0, 0.3, -0.2], [0.6, -0.3, 0.0], [0.2, 0.5, -0.7], [-1.0, 0.7, -0.2], [0.0, -0.3, 0.1], [0.0, 0.2, -0.3]]}

***

[2]
{"formula": "C3H7NO2S", "method": "ωB97M-V/def2-TZVPD", "gap_ev": [8.75, 8.75], "homo_energy_ev": [-9.1, -9.1], "e_above_lowest_kcal_mol": 107.5, "smiles": "CC(C)=S.O=NO", "total_charge": 0, "total_energy_ev": -19640.9437, "species": ["C", "C", "C", "S", "H", "H", "H", "H", "H", "H", "O", "N", "O", "H"], "coordinates": [[2.259, -0.506, 0.546], [0.914, -0.490, 0.061], [0.472, 0.923, -0.299], [0.023, -1.835, -0.171], [2.915, -1.208, 0.135], [2.390, -0.759, 1.574], [2.805, 0.417, 0.297], [0.872, 1.247, -1.269], [0.978, 1.447, 0.586], [-0.648, 0.926, -0.426], [-4.155, 0.732, 0.709], [-3.213, 0.127, 0.307], [-3.280, -0.288, -0.949], [-2.331, -0.734, -1.100]], "forces_ev_per_a": [[2.4, 1.1, 0.3], [-1.7, -0.1, -1.8], [-0.6, -0.9, 1.2], [-0.1, 0.5, 0.1], [0.5, -1.8, -1.2], [-0.4, 0.3, 1.1], [-0.4, 0.1, 0.6], [0.4, -0.1, 0.4], [-1.5, 0.4, -1.5], [1.2, 0.5, 0.7], [0.5, -0.8, -1.2], [0.4, 0.8, 2.5], [1.9, -1.2, -1.7], [-2.6, 1.0, 0.6]]}

***

[3]
{"formula": "C3H7NO2S", "method": "ωB97M-V/def2-TZVPD", "gap_ev": 9.91, "homo_energy_ev": -9.3, "e_above_lowest_kcal_mol": 16.9, "smiles": "N[C@@H](CS)C(=O)O", "total_charge": 0, "total_energy_ev": -19644.8727, "species": ["N", "C", "C", "S", "C", "O", "O", "H", "H", "H", "H", "H", "H", "H"], "coordinates": [[1.474, 0.644, -1.525], [0.277, 0.431, -0.727], [0.173, -1.076, -0.567], [-1.447, -1.852, -0.055], [0.401, 1.046, 0.627], [1.345, 0.936, 1.366], [-0.674, 1.803, 0.929], [2.369, 0.630, -1.002], [1.472, 1.540, -1.993], [-0.694, 0.721, -1.196], [0.296, -1.363, -1.585], [1.034, -1.561, -0.001], [-1.508, -1.491, 1.237], [-0.605, 2.327, 1.730]], "forces_ev_per_a": [[0.7, 0.6, -0.4], [-0.3, -0.7, 0.5], [0.3, -1.5, 1.1], [0.7, 0.6, -0.3], [0.0, 1.2, 1.2], [-0.1, -0.2, -0.3], [-0.7, -0.1, -0.8], [-1.1, -0.3, 0.0], [-0.2, 0.1, -0.1], [1.1, 0.3, 0.0], [-0.1, -0.9, -0.8], [-1.1, 0.9, -0.5], [0.2, 0.1, -0.1], [0.5, -0.2, 0.5]]}

***

[4]
{"formula": "C3H7NO3", "method": "ωB97M-V/def2-TZVPD", "gap_ev": [6.63, 6.96], "homo_energy_ev": [-7.5, -7.7], "e_above_lowest_kcal_mol": 148.9, "total_charge": 0, "total_energy_ev": -10851.9127, "species": ["C", "C", "C", "O", "O", "O", "N", "H", "H", "H", "H", "H", "H", "H"], "coordinates": [[0.175, 0.323, 1.434], [-1.133, -0.871, -0.385], [0.240, -0.452, 0.185], [2.245, 0.546, -0.650], [-0.211, 1.555, 1.437], [-1.866, 0.251, -0.838], [0.800, 0.541, -0.740], [2.526, -0.076, -1.335], [-0.243, 1.786, 0.463], [-1.281, 0.700, -1.470], [0.560, -0.010, 2.398], [-1.745, -1.382, 0.360], [-0.919, -1.565, -1.209], [0.853, -1.346, 0.351]], "forces_ev_per_a": [[-0.1, 0.6, -0.1], [0.0, 0.2, 0.0], [0.1, 0.2, -0.2], [-0.2, -0.2, 0.1], [0.3, -0.7, 0.1], [0.2, -0.1, 0.1], [-0.2, -0.1, 0.0], [-0.1, 0.1, 0.1], [0.0, -0.1, -0.1], [0.0, 0.0, 0.0], [-0.1, 0.0, 0.0], [0.0, 0.0, 0.0], [0.0, 0.1, 0.1], [0.0, 0.0, 0.0]]}

***

[5]
{"formula": "C3H7NO3", "method": "ωB97M-V/def2-TZVPD", "gap_ev": 10.94, "homo_energy_ev": -10.3, "e_above_lowest_kcal_mol": 44.6, "smiles": "CC(=O)NC=O.O", "total_charge": 0, "total_energy_ev": -10856.4337, "species": ["C", "C", "O", "N", "C", "O", "H", "H", "H", "H", "H", "O", "H", "H"], "coordinates": [[-1.665, -0.224, -1.875], [-1.088, -0.464, -0.462], [-1.483, -1.247, 0.392], [0.076, 0.149, -0.091], [1.042, 0.808, -0.784], [2.079, 1.216, -0.328], [-2.389, 0.524, -1.575], [-2.362, -1.023, -2.251], [-1.001, -0.028, -2.751], [0.611, -0.195, 0.798], [0.984, 0.813, -1.852], [1.004, -0.263, 2.658], [1.062, 0.671, 2.713], [0.035, -0.178, 2.497]], "forces_ev_per_a": [[-1.0, -1.0, 0.4], [1.0, -2.6, 0.1], [-1.3, 0.5, -1.1], [2.8, 0.6, 2.0], [0.9, -0.1, -1.4], [-0.1, 0.2, 1.1], [0.0, 1.0, -0.9], [1.0, 0.2, 1.0], [-0.3, 0.5, 1.3], [-1.9, 0.5, -1.3], [-0.9, 0.3, -1.1], [-2.0, -0.4, -0.5], [1.6, 1.9, 0.4], [0.2, -1.5, 0.4]]}

***

[6]
{"formula": "C3H7NO3", "method": "ωB97M-V/def2-TZVPD", "gap_ev": 10.37, "homo_energy_ev": -9.8, "e_above_lowest_kcal_mol": 35.5, "smiles": "O=C(O)NCCO", "total_charge": 0, "total_energy_ev": -10856.8292, "species": ["O", "C", "O", "N", "C", "C", "O", "H", "H", "H", "H", "H", "H", "H"], "coordinates": [[2.046, 1.844, -0.220], [1.651, 0.750, 0.069], [1.693, 0.267, 1.359], [1.191, -0.214, -0.816], [-0.221, -0.641, -0.820], [-1.053, -0.191, 0.364], [-2.338, -0.747, 0.156], [1.192, 0.883, 1.909], [1.517, 0.014, -1.744], [-0.225, -1.729, -0.874], [-0.717, -0.271, -1.713], [-0.606, -0.583, 1.270], [-1.125, 0.897, 0.400], [-3.005, -0.278, 0.661]], "forces_ev_per_a": [[0.2, 0.1, -0.1], [-0.1, -0.5, 0.1], [-0.9, 0.0, -0.2], [0.3, 0.5, -0.1], [0.3, -0.5, 0.0], [0.0, -0.2, -0.1], [-0.2, -0.2, -0.2], [0.5, 0.2, 0.2], [-0.2, 0.2, -0.1], [-0.3, -0.1, 0.1], [0.0, 0.1, -0.2], [0.0, 0.1, 0.4], [0.2, 0.2, 0.1], [0.1, 0.1, 0.1]]}

***

[7]
{"formula": "C3H7NO3", "method": "ωB97M-V/def2-TZVPD", "gap_ev": 11.15, "homo_energy_ev": -10.6, "e_above_lowest_kcal_mol": 26.8, "smiles": "CC(=O)NC=O.O", "total_charge": 0, "total_energy_ev": -10857.2076, "species": ["C", "C", "O", "N", "C", "O", "H", "H", "H", "H", "H", "O", "H", "H"], "coordinates": [[-0.738, -0.123, -1.646], [0.389, -0.320, -0.672], [1.494, 0.145, -0.774], [0.132, -1.169, 0.447], [-0.984, -1.035, 1.235], [-1.186, -1.633, 2.255], [-1.304, 0.743, -1.292], [-1.349, -1.014, -1.703], [-0.293, 0.138, -2.602], [0.941, -1.724, 0.670], [-1.668, -0.269, 0.850], [1.443, 2.004, 1.474], [1.968, 2.715, 1.085], [1.155, 1.540, 0.672]], "forces_ev_per_a": [[0.5, 0.5, 0.3], [-0.1, -0.7, 0.7], [0.1, 0.0, -0.6], [0.0, 0.5, -1.2], [0.2, -0.2, 0.2], [0.0, -0.2, 0.0], [-0.3, -0.1, -0.2], [-0.2, 0.0, -0.1], [-0.1, 0.0, -0.1], [0.0, -0.1, 0.8], [-0.2, 0.0, -0.1], [-0.1, 0.2, -0.5], [0.0, 0.0, 0.3], [0.2, -0.1, 0.4]]}

***

[8]
{"formula": "C3H7NO3", "method": "ωB97M-V/def2-TZVPD", "gap_ev": 10.44, "homo_energy_ev": -9.9, "e_above_lowest_kcal_mol": 33.7, "smiles": "O=C(O)NCCO", "total_charge": 0, "total_energy_ev": -10856.9083, "species": ["O", "C", "O", "N", "C", "C", "O", "H", "H", "H", "H", "H", "H", "H"], "coordinates": [[0.807, -2.734, 0.610], [0.311, -1.699, 0.197], [-0.386, -1.687, -0.946], [0.479, -0.484, 0.909], [-0.419, 0.665, 0.728], [-0.395, 1.476, -0.488], [0.959, 1.647, -0.931], [0.006, -2.447, -1.415], [0.953, -0.565, 1.775], [-1.425, 0.218, 0.720], [-0.333, 1.229, 1.628], [-0.855, 2.391, -0.167], [-0.990, 1.181, -1.326], [1.287, 0.807, -1.295]], "forces_ev_per_a": [[0.0, 0.6, -0.4], [1.4, 0.2, 2.9], [0.3, 0.8, -0.5], [-1.1, -1.0, -3.1], [-1.6, -3.0, 1.0], [2.0, 0.5, -1.1], [-0.1, 0.6, -0.2], [-0.6, 0.1, 0.1], [0.3, -0.3, 0.5], [-0.2, 0.4, 0.5], [0.2, 0.7, 0.5], [0.3, 1.1, -0.2], [-0.5, -0.9, -0.3], [-0.4, 0.4, 0.3]]}

***

[9]
{"formula": "C3H7NO3", "method": "ωB97M-V/def2-TZVPD", "gap_ev": 10.59, "homo_energy_ev": -9.8, "e_above_lowest_kcal_mol": 102.4, "smiles": "CN(C)C(=O)OO", "total_charge": 0, "total_energy_ev": -10853.9260, "species": ["C", "N", "C", "C", "O", "O", "O", "H", "H", "H", "H", "H", "H", "H"], "coordinates": [[-1.298, 1.086, -0.029], [-0.371, 0.004, -0.197], [-0.810, -1.315, 0.164], [0.911, 0.416, 0.013], [1.297, 1.553, 0.214], [1.738, -0.722, -0.173], [3.048, -0.400, 0.188], [-1.020, 1.854, 0.738], [-1.477, 1.634, -1.012], [-2.352, 0.629, 0.089], [-1.863, -1.379, -0.180], [-0.537, -2.057, -0.669], [-0.526, -1.680, 1.179], [3.261, 0.376, -0.325]], "forces_ev_per_a": [[-3.1, 1.0, -1.3], [0.7, 1.1, 1.0], [-0.5, -2.2, -2.6], [0.6, -0.6, -0.5], [0.0, -1.6, -0.4], [-0.8, 1.5, 0.2], [0.7, -0.8, 0.7], [-0.4, -1.0, -0.5], [0.7, -0.4, 1.1], [1.7, 0.8, 0.5], [0.1, 0.4, 1.5], [0.9, 0.7, 1.5], [-0.5, 0.3, -0.8], [0.0, 0.7, -0.5]]}

***

[10]
{"formula": "C3H7NO3", "method": "ωB97M-V/def2-TZVPD", "gap_ev": 9.96, "homo_energy_ev": -9.3, "e_above_lowest_kcal_mol": 51.2, "smiles": "N[C@H](CO)C(=O)O", "total_charge": 0, "total_energy_ev": -10856.1490, "species": ["N", "C", "C", "O", "C", "O", "O", "H", "H", "H", "H", "H", "H", "H"], "coordinates": [[0.780, -0.989, 0.810], [0.089, 0.169, 0.294], [-1.164, -0.309, -0.507], [-1.818, -1.192, 0.520], [1.159, 0.812, -0.467], [2.261, 1.037, -0.021], [0.711, 1.389, -1.648], [0.320, -1.476, 1.592], [1.670, -0.881, 1.096], [-0.229, 0.872, 1.197], [-1.791, 0.569, -0.680], [-0.784, -0.992, -1.238], [-2.622, -0.963, 0.960], [1.419, 1.953, -1.908]], "forces_ev_per_a": [[-3.9, -2.4, 0.3], [-0.8, -0.7, 2.1], [0.0, 0.1, 4.4], [1.4, -0.4, -1.4], [0.5, 3.2, -0.8], [-0.6, -0.4, -0.8], [-0.4, -1.5, 1.5], [-0.3, 0.5, -1.0], [3.7, 1.2, 0.7], [0.4, -0.8, -2.0], [0.0, -0.5, -0.9], [-0.5, 0.1, -1.0], [-0.7, 1.1, -0.3], [1.1, 0.8, -0.7]]}

***

[11]
{"formula": "C3H7NO3S", "method": "ωB97M-V/def2-TZVPD", "gap_ev": 9.87, "homo_energy_ev": -9.3, "e_above_lowest_kcal_mol": 48.4, "smiles": "CN1COS(=O)(=O)C1", "total_charge": 0, "total_energy_ev": -21689.8753, "species": ["C", "N", "C", "O", "S", "O", "O", "C", "H", "H", "H", "H", "H", "H", "H"], "coordinates": [[-0.821, 0.351, -0.984], [0.136, 0.391, 0.140], [1.408, -0.392, -0.087], [1.040, -1.714, 0.052], [0.313, -1.929, 1.598], [-0.614, -3.012, 1.517], [1.361, -2.075, 2.579], [-0.228, 0.122, 1.410], [-1.767, 0.314, -0.555], [-0.669, 1.325, -1.687], [-0.462, -0.568, -1.488], [1.860, -0.154, -0.999], [2.153, -0.118, 0.704], [0.361, 0.573, 2.216], [-1.326, 0.054, 1.683]], "forces_ev_per_a": [[3.5, 1.2, -1.3], [1.7, 1.0, -0.8], [-0.7, 1.3, 2.6], [-0.3, -1.6, 0.4], [1.0, 1.4, -0.1], [-0.4, 0.2, -0.7], [0.0, 0.4, -0.4], [-2.0, -1.7, 1.9], [-1.9, -0.2, 0.1], [-0.5, -2.4, 1.7], [-1.3, 0.4, -0.5], [0.2, -0.1, -1.7], [-0.6, 0.0, -0.4], [0.1, -0.4, -0.2], [1.2, 0.5, -0.6]]}

***

[12]
{"formula": "C3H7NO4", "method": "ωB97M-V/def2-TZVPD", "gap_ev": [8.80, 9.33], "homo_energy_ev": [-9.8, -10.1], "e_above_lowest_kcal_mol": 188.1, "total_charge": 0, "total_energy_ev": -12897.8303, "species": ["C", "C", "O", "O", "H", "H", "H", "H", "C", "O", "O", "N", "H", "H", "H"], "coordinates": [[0.520, 0.556, -1.844], [-0.298, 0.878, -0.621], [0.608, 1.272, 0.470], [-1.420, 1.372, -0.593], [0.119, 1.932, 0.988], [1.178, 1.391, -2.078], [-0.146, 0.373, -2.685], [1.117, -0.338, -1.676], [0.883, -1.284, 2.084], [-0.632, -0.950, 0.032], [-2.016, -1.083, -0.111], [-0.133, -0.634, 1.771], [-2.287, -0.130, -0.199], [0.832, -1.769, 3.058], [1.676, -1.586, 1.403]], "forces_ev_per_a": [[-0.3, -0.6, 0.0], [1.1, 3.2, 1.5], [-0.9, -0.4, -1.9], [0.5, -0.7, -0.3], [-0.1, -0.4, -0.1], [-0.1, 0.1, 0.1], [0.0, 0.0, 0.1], [0.1, 0.1, 0.0], [-0.3, -0.6, -1.0], [0.0, -0.2, 0.3], [1.5, 0.3, 1.0], [-2.0, -1.1, 0.2], [0.1, -0.1, -0.1], [0.5, 0.8, 0.5], [-0.2, -0.2, -0.2]]}

***

What did the first record say?
{"formula": "C3H7NO2S", "method": "ωB97M-V/def2-TZVPD", "gap_ev": 9.89, "homo_energy_ev": -9.3, "e_above_lowest_kcal_mol": 31.2, "smiles": "N[C@H](CS)C(=O)O", "total_charge": 0, "total_energy_ev": -19644.2532, "species": ["N", "C", "C", "S", "C", "O", "O", "H", "H", "H", "H", "H", "H", "H"], "coordinates": [[-1.680, 0.674, -0.185], [-0.243, 0.306, -0.199], [0.518, -1.009, -0.365], [0.126, -1.738, -2.046], [0.276, 1.046, 1.111], [-0.278, 1.963, 1.641], [1.534, 0.659, 1.376], [-1.781, 1.665, -0.309], [-2.226, 0.106, -0.816], [0.163, 0.995, -0.961], [0.182, -1.745, 0.408], [1.620, -0.962, -0.254], [-0.006, -2.994, -1.636], [1.794, 1.035, 2.234]], "forces_ev_per_a": [[0.2, -2.8, 0.2], [1.2, 3.6, 1.2], [-1.5, -1.8, 0.0], [0.1, 0.5, 0.6], [0.1, -0.1, -1.9], [0.0, -0.3, 0.4], [0.3, -0.2, 1.1], [0.0, 0.0, -0.2], [0.0, 0.3, -0.2], [0.6, -0.3, 0.0], [0.2, 0.5, -0.7], [-1.0, 0.7, -0.2], [0.0, -0.3, 0.1], [0.0, 0.2, -0.3]]}

***

Question: Number 1 is which compound?
Answer: C3H7NO2S